1.
A 2-piece molecular cluster, C8H7N2O5 overall, computed with wB97M-V/def2-TZVPD.

## Properties
HOMO energy in eV: -13.602
Multiplicity: 1
Energy in eV: -21618.926
Total charge: +1
Gap between HOMO and LUMO in hartree: 0.32624
ΔE to the lowest compared entry with this formula, charge and spin in kcal per mole: 0.0

Positions of all 22 atoms, in Å:
C (1.408, 1.691, 2.831)
C (0.501, 1.672, 3.771)
C (1.592, 2.819, 1.847)
C (0.370, 4.795, 2.790)
C (-1.125, 0.237, 0.233)
C (1.006, 0.011, -0.109)
C (-1.135, -0.911, -0.764)
C (0.398, -1.253, -0.671)
N (0.916, 3.977, 2.102)
N (0.095, 0.787, 0.465)
O (2.181, 2.736, 0.782)
O (-0.301, 5.653, 3.099)
O (-2.269, 0.651, 0.674)
O (2.166, 0.426, -0.487)
O (-0.310, 1.520, 4.559)
H (2.055, 0.806, 2.690)
H (-1.937, -1.701, -0.731)
H (-1.331, -0.455, -1.744)
H (0.883, -1.574, -1.562)
H (0.415, -1.959, 0.185)
H (2.254, 1.377, -0.067)
H (-2.286, 1.360, 1.372)

Formally, the Löwdin partial charges of the atoms, in units of the elementary charge, are as follows:
1 C -0.0032
2 C -0.1645
3 C -0.4292
4 C -0.2670
5 C -0.2710
6 C -0.3208
7 C -0.0185
8 C -0.0213
9 N 0.2465
10 N 0.2049
11 O 0.0752
12 O 0.2604
13 O 0.2054
14 O 0.1996
15 O 0.2645
16 H 0.1456
17 H 0.1597
18 H 0.1458
19 H 0.1267
20 H 0.1534
21 H 0.1224
22 H 0.1853


2.
One molecule with the formula C8H7N3O, computed with wB97M-V/def2-TZVPD.

## Properties
HOMO energy in eV: -9.168
Multiplicity: 1
SMILES: Cn1cc(C=O)c2nccnc21
Energy in eV: -14925.607
Gap between HOMO and LUMO in hartree: 0.33960
ΔE to the lowest compared entry with this formula, charge and spin in kcal per mole: 57.7

Positions of all 19 atoms, in Å:
C (-0.844, -1.333, 1.989)
N (-0.650, -0.385, 1.027)
C (-1.505, 0.516, 0.396)
C (-0.915, 1.108, -0.632)
C (-1.610, 2.269, -1.264)
O (-1.061, 3.033, -2.044)
C (0.341, 0.514, -0.842)
N (1.303, 0.566, -1.712)
C (2.336, -0.146, -1.508)
C (2.447, -1.083, -0.495)
N (1.426, -1.271, 0.417)
C (0.472, -0.408, 0.242)
H (-1.946, -1.319, 2.281)
H (-0.361, -1.162, 2.987)
H (-0.619, -2.332, 1.588)
H (-2.662, 0.581, 0.669)
H (-2.624, 2.439, -0.673)
H (3.138, 0.031, -2.105)
H (3.334, -1.619, -0.319)

Formally, the Löwdin partial charges of the atoms, in units of the elementary charge, are as follows:
1 C -0.0803
2 N -0.0974
3 C -0.0049
4 C -0.1590
5 C -0.2088
6 O 0.0441
7 C -0.1585
8 N 0.1562
9 C -0.1517
10 C -0.0554
11 N 0.1664
12 C -0.2590
13 H 0.1126
14 H 0.1083
15 H 0.0982
16 H 0.1845
17 H 0.1385
18 H 0.0784
19 H 0.0878


3.
One molecule with the formula C8H7N3O, computed with wB97M-V/def2-TZVPD.

## Properties
HOMO energy in eV: -9.035
Multiplicity: 1
SMILES: COc1nncc2cccnc12
Energy in eV: -14925.402
Gap between HOMO and LUMO in hartree: 0.31357
ΔE to the lowest compared entry with this formula, charge and spin in kcal per mole: 62.4

Positions of all 19 atoms, in Å:
C (2.974, 2.156, 1.962)
O (2.300, 1.657, 0.796)
C (1.557, 0.544, 1.064)
N (2.015, -0.370, 1.958)
N (1.298, -1.450, 2.339)
C (0.085, -1.658, 1.738)
C (-0.415, -0.836, 0.767)
C (-1.655, -1.099, 0.106)
C (-2.157, -0.132, -0.742)
C (-1.476, 1.065, -0.938)
N (-0.276, 1.287, -0.354)
C (0.261, 0.358, 0.465)
H (2.279, 2.338, 2.815)
H (3.445, 3.130, 1.703)
H (3.765, 1.458, 2.322)
H (-0.534, -2.506, 2.084)
H (-2.213, -2.018, 0.272)
H (-3.027, -0.433, -1.353)
H (-1.883, 1.785, -1.666)

Formally, the Löwdin partial charges of the atoms, in units of the elementary charge, are as follows:
1 C -0.0836
2 O -0.0640
3 C -0.2524
4 N 0.0689
5 N 0.0320
6 C -0.0893
7 C -0.1767
8 C 0.0025
9 C -0.0699
10 C -0.1026
11 N 0.1349
12 C -0.1519
13 H 0.0993
14 H 0.0945
15 H 0.0875
16 H 0.1217
17 H 0.1183
18 H 0.1147
19 H 0.1160


4.
A 2-piece molecular cluster, C8H7N3O overall, computed with wB97M-V/def2-TZVPD.

## Properties
HOMO energy in eV: -10.222
Multiplicity: 1
SMILES: C#C[C@@H](C)C#N.O=C1N=CC=N1
Energy in eV: -14923.616
Gap between HOMO and LUMO in hartree: 0.30090
ΔE to the lowest compared entry with this formula, charge and spin in kcal per mole: 103.6

Positions of all 19 atoms, in Å:
C (-1.803, -2.732, 2.316)
C (-0.957, -1.926, 2.031)
C (0.045, -0.904, 1.685)
C (-0.298, 0.464, 2.293)
C (1.390, -1.339, 2.117)
N (2.454, -1.647, 2.452)
H (-2.530, -3.442, 2.578)
H (0.081, -0.815, 0.583)
H (-0.328, 0.401, 3.387)
H (-1.277, 0.793, 1.936)
H (0.450, 1.211, 2.004)
O (0.729, -0.674, -1.392)
C (0.544, 0.252, -2.133)
N (-0.447, 1.296, -1.907)
C (-0.308, 2.064, -2.914)
C (0.775, 1.546, -3.832)
N (1.282, 0.471, -3.369)
H (-0.893, 2.967, -3.072)
H (1.092, 2.010, -4.762)

Formally, the Löwdin partial charges of the atoms, in units of the elementary charge, are as follows:
1 C 0.1355
2 C -0.1036
3 C -0.3706
4 C -0.0572
5 C -0.1907
6 N 0.1526
7 H 0.0190
8 H 0.1063
9 H 0.0892
10 H 0.0845
11 H 0.0853
12 O 0.1471
13 C -0.4574
14 N 0.1444
15 C -0.0831
16 C -0.0810
17 N 0.1501
18 H 0.1148
19 H 0.1147


5.
A 2-piece molecular cluster, C8H7N6O overall, computed with wB97M-V/def2-TZVPD.

## Properties
HOMO energy in eV: -12.222
Multiplicity: 1
Energy in eV: -19385.187
Total charge: +1
Gap between HOMO and LUMO in hartree: 0.29938
ΔE to the lowest compared entry with this formula, charge and spin in kcal per mole: 18.2

Positions of all 22 atoms, in Å:
C (0.116, -0.587, -3.829)
C (-0.604, 0.488, -3.260)
C (1.115, -1.262, -3.179)
C (-0.537, 0.650, -1.869)
C (1.070, -1.197, -1.776)
C (0.274, -0.229, -1.184)
C (-1.224, 1.466, -0.897)
C (-0.133, 0.393, 2.231)
N (1.778, -1.781, -0.708)
N (1.480, -1.196, 0.362)
N (-1.239, 1.343, 0.364)
N (0.556, -0.234, 0.102)
N (-0.227, 0.560, 0.958)
N (-0.014, 0.517, 3.376)
O (-0.109, -0.008, 5.832)
H (-0.002, -0.606, -4.951)
H (-1.300, 1.182, -3.696)
H (1.846, -1.952, -3.736)
H (-2.043, 2.206, -1.108)
H (0.070, 0.408, 4.480)
H (-1.002, 0.199, 5.795)
H (0.128, -0.360, 6.692)

Formally, the Löwdin partial charges of the atoms, in units of the elementary charge, are as follows:
1 C -0.0629
2 C 0.0261
3 C 0.0211
4 C -0.1269
5 C -0.1635
6 C -0.1733
7 C -0.0443
8 C -0.0452
9 N 0.1015
10 N 0.0758
11 N 0.1470
12 N 0.0033
13 N 0.0099
14 N 0.3559
15 O 0.0435
16 H 0.1374
17 H 0.1230
18 H 0.1607
19 H 0.1606
20 H 0.0827
21 H 0.0501
22 H 0.1174


6.
One molecule with the formula C8H7N7, computed with wB97M-V/def2-TZVPD.

## Properties
HOMO energy in eV: -9.096
Multiplicity: 1
SMILES: [H]/N=c1\[nH]n2c(C)nnc2c2nccnc12
Energy in eV: -18837.672
Gap between HOMO and LUMO in hartree: 0.31183

Positions of all 22 atoms, in Å:
H (-1.945, 0.371, -1.909)
N (-1.334, -0.359, -1.561)
C (-0.363, -0.092, -0.723)
N (-0.305, 1.299, -0.457)
N (0.448, 1.716, 0.707)
C (0.407, 2.897, 1.405)
C (-0.384, 4.146, 1.135)
N (1.163, 2.735, 2.471)
N (1.741, 1.492, 2.496)
C (1.273, 0.858, 1.407)
C (1.417, -0.581, 0.933)
N (2.308, -1.409, 1.553)
C (2.365, -2.657, 1.110)
C (1.569, -3.103, 0.058)
N (0.690, -2.325, -0.601)
C (0.598, -1.060, -0.137)
H (-1.101, 1.850, -0.722)
H (0.183, 4.741, 0.412)
H (-1.345, 3.858, 0.699)
H (-0.579, 4.745, 2.044)
H (3.076, -3.346, 1.596)
H (1.758, -4.133, -0.276)

Formally, the Löwdin partial charges of the atoms, in units of the elementary charge, are as follows:
1 H 0.0399
2 N 0.1234
3 C -0.3035
4 N 0.1188
5 N 0.0313
6 C -0.3368
7 C -0.0099
8 N 0.0380
9 N 0.0758
10 C -0.2010
11 C -0.0954
12 N 0.1369
13 C -0.1155
14 C -0.1037
15 N 0.1516
16 C -0.1534
17 H 0.1308
18 H 0.0820
19 H 0.0673
20 H 0.0930
21 H 0.1182
22 H 0.1122


7.
One molecule with the formula C8H7NO, computed with wB97M-V/def2-TZVPD.

## Properties
HOMO energy in eV: -8.766
Multiplicity: 1
SMILES: [H]/N=C/C1=C[C@H](C=C=O)C=C1
Energy in eV: -11943.504
Gap between HOMO and LUMO in hartree: 0.32157
ΔE to the lowest compared entry with this formula, charge and spin in kcal per mole: 61.7

Positions of all 17 atoms, in Å:
H (1.252, 2.656, 3.092)
N (0.877, 1.931, 2.507)
C (0.332, 2.064, 1.333)
C (-0.279, 0.952, 0.613)
C (-0.393, -0.349, 0.998)
C (-0.679, -1.101, -0.238)
C (0.493, -2.007, -0.645)
C (0.751, -2.362, -1.873)
O (1.154, -2.637, -2.942)
C (-0.917, -0.030, -1.324)
C (-0.676, 1.124, -0.780)
H (0.163, 3.049, 0.879)
H (0.040, -0.937, 1.814)
H (-1.459, -1.775, 0.104)
H (1.268, -2.210, 0.065)
H (-1.288, -0.411, -2.340)
H (-0.639, 2.043, -1.263)

Formally, the Löwdin partial charges of the atoms, in units of the elementary charge, are as follows:
1 H 0.0333
2 N 0.0983
3 C -0.1832
4 C -0.2139
5 C 0.0092
6 C -0.3136
7 C -0.0463
8 C -0.1865
9 O 0.1626
10 C -0.0344
11 C -0.0618
12 H 0.1065
13 H 0.1334
14 H 0.1425
15 H 0.1150
16 H 0.1460
17 H 0.0928


8.
One molecule with the formula C8H7NO, computed with wB97M-V/def2-TZVPD.

## Properties
HOMO energy in eV: -7.682
Multiplicity: 1
SMILES: Nc1ccccc1C=C=O
Energy in eV: -11944.017
Gap between HOMO and LUMO in hartree: 0.28176
ΔE to the lowest compared entry with this formula, charge and spin in kcal per mole: 49.9

Positions of all 17 atoms, in Å:
N (0.650, -1.836, 0.182)
C (0.541, -0.516, 0.381)
C (1.415, 0.362, 1.109)
C (1.309, 1.698, 1.062)
C (0.197, 2.290, 0.405)
C (-0.737, 1.530, -0.294)
C (-0.506, 0.089, -0.316)
C (-1.455, -0.826, -1.073)
C (-1.535, -2.125, -1.173)
O (-1.687, -3.278, -1.190)
H (-0.217, -2.253, -0.512)
H (1.548, -2.302, 0.272)
H (2.307, -0.171, 1.387)
H (2.086, 2.315, 1.637)
H (0.043, 3.397, 0.392)
H (-1.642, 1.768, -0.893)
H (-2.318, -0.143, -1.376)

Formally, the Löwdin partial charges of the atoms, in units of the elementary charge, are as follows:
1 N 0.1111
2 C -0.3124
3 C -0.0580
4 C -0.1197
5 C -0.1178
6 C -0.0349
7 C -0.1669
8 C -0.0289
9 C -0.2778
10 O 0.1880
11 H 0.1154
12 H 0.1117
13 H 0.1009
14 H 0.1312
15 H 0.1043
16 H 0.1079
17 H 0.1457


9.
One molecule with the formula C8H7NO2, computed with wB97M-V/def2-TZVPD.

## Properties
HOMO energy in eV: -8.827
Multiplicity: 1
SMILES: Cc1ccc2oc(=O)[nH]c2c1
Energy in eV: -13993.632
Gap between HOMO and LUMO in hartree: 0.34823
ΔE to the lowest compared entry with this formula, charge and spin in kcal per mole: 28.3

Positions of all 18 atoms, in Å:
C (0.431, 2.662, -0.539)
C (0.499, 1.331, 0.138)
C (0.938, 0.823, 1.350)
C (0.678, -0.553, 1.646)
C (0.173, -1.312, 0.709)
O (-0.142, -2.658, 0.735)
C (-0.932, -3.020, -0.304)
O (-1.510, -4.099, -0.403)
N (-0.965, -1.863, -1.216)
C (-0.426, -0.777, -0.453)
C (-0.233, 0.540, -0.718)
H (0.963, 3.487, -0.171)
H (-0.569, 2.859, -0.508)
H (0.665, 2.617, -1.638)
H (1.541, 1.371, 2.088)
H (1.300, -0.870, 2.612)
H (-1.747, -1.526, -1.728)
H (-0.665, 0.989, -1.599)

Formally, the Löwdin partial charges of the atoms, in units of the elementary charge, are as follows:
1 C -0.0566
2 C -0.2540
3 C -0.0236
4 C -0.0157
5 C -0.2205
6 O 0.1339
7 C -0.4284
8 O 0.1011
9 N 0.1884
10 C -0.1580
11 C -0.0283
12 H 0.0627
13 H 0.0509
14 H 0.1072
15 H 0.1127
16 H 0.1696
17 H 0.1358
18 H 0.1228


10.
One molecule with the formula C8H7NO2S, computed with wB97M-V/def2-TZVPD.

## Properties
HOMO energy (alpha / beta) in eV: -7.702 / -9.249
Multiplicity: 1
Energy in eV: -24824.518
Gap between HOMO and LUMO (alpha / beta) in hartree: 0.25955 / 0.29810
ΔE to the lowest compared entry with this formula, charge and spin in kcal per mole: 86.0

Positions of all 19 atoms, in Å:
C (-0.923, 1.104, 1.250)
C (-2.896, -0.301, 0.980)
C (-0.685, -0.026, 0.405)
C (0.938, 1.427, -1.808)
C (1.645, 1.810, -0.770)
C (1.845, -0.344, 0.424)
C (0.451, -0.688, 0.051)
C (0.174, -2.025, -0.523)
N (-1.943, -0.747, 0.297)
O (2.698, -1.077, 0.812)
O (2.163, 0.987, 0.258)
S (-2.533, 1.194, 1.768)
H (-0.173, 1.883, 1.602)
H (-3.863, -0.580, 0.864)
H (0.521, 1.815, -2.766)
H (2.136, 2.739, -0.737)
H (0.741, -2.190, -1.511)
H (-0.887, -2.158, -0.667)
H (0.591, -2.824, 0.071)

Formally, the Löwdin partial charges of the atoms, in units of the elementary charge, are as follows:
1 C -0.3521
2 C -0.4453
3 C -0.3000
4 C 0.1759
5 C -0.2121
6 C -0.4312
7 C -0.1514
8 C -0.0408
9 N 0.0117
10 O 0.1681
11 O 0.0025
12 S 0.9992
13 H 0.1033
14 H 0.0445
15 H 0.0640
16 H 0.0977
17 H 0.1213
18 H 0.0585
19 H 0.0861


11.
One molecule with the formula C8H8, computed with wB97M-V/def2-TZVPD.

## Properties
HOMO energy in eV: -7.385
Multiplicity: 1
Energy in eV: -8417.013
Gap between HOMO and LUMO in hartree: 0.28135
ΔE to the lowest compared entry with this formula, charge and spin in kcal per mole: 184.7

Positions of all 16 atoms, in Å:
C (-0.012, -1.033, -0.403)
C (1.376, -1.276, -0.109)
C (2.211, -0.162, 0.220)
C (1.572, 1.128, 0.162)
C (0.247, 1.320, -0.204)
C (-0.565, 0.189, -0.408)
C (-1.934, -0.274, 0.662)
C (-2.888, 0.046, 0.071)
H (-0.780, -1.924, -0.471)
H (1.841, -2.358, 0.188)
H (3.278, -0.329, 0.286)
H (2.071, 2.086, 0.317)
H (-0.169, 2.441, -0.355)
H (-1.571, 0.571, -0.606)
H (-1.074, -0.487, 1.338)
H (-3.637, 0.366, -0.651)

Formally, the Löwdin partial charges of the atoms, in units of the elementary charge, are as follows:
1 C -0.1417
2 C -0.0723
3 C -0.0822
4 C -0.1008
5 C -0.0747
6 C -0.3293
7 C -0.1302
8 C 0.0209
9 H 0.1536
10 H 0.1466
11 H 0.0866
12 H 0.0909
13 H 0.1584
14 H 0.0502
15 H 0.1417
16 H 0.0823


12.
A 2-piece molecular cluster, C8H8 overall, computed with wB97M-V/def2-TZVPD.

## Properties
HOMO energy in eV: -9.299
Multiplicity: 1
SMILES: c1ccccc1.C#C
Energy in eV: -8421.201
Gap between HOMO and LUMO in hartree: 0.37636
ΔE to the lowest compared entry with this formula, charge and spin in kcal per mole: 88.1

Positions of all 16 atoms, in Å:
C (1.794, -1.297, -0.198)
C (2.880, -0.473, -0.035)
C (2.488, 0.980, -0.014)
C (1.161, 1.335, 0.118)
C (0.246, 0.339, 0.211)
C (0.548, -0.902, 0.001)
H (1.908, -2.495, -0.266)
H (3.907, -0.675, -0.226)
H (3.119, 1.934, -0.396)
H (0.806, 2.338, 0.386)
H (-0.815, 0.655, 0.394)
H (-0.170, -1.813, -0.020)
C (-4.345, -0.515, 0.303)
C (-4.630, 0.394, -0.449)
H (-3.990, -1.262, 0.901)
H (-4.907, 1.458, -0.711)

Formally, the Löwdin partial charges of the atoms, in units of the elementary charge, are as follows:
1 C -0.1605
2 C -0.0467
3 C -0.0671
4 C -0.1389
5 C -0.1560
6 C -0.1862
7 H 0.1521
8 H 0.0794
9 H 0.1410
10 H 0.1108
11 H 0.1254
12 H 0.1441
13 C -0.0087
14 C -0.0240
15 H -0.0158
16 H 0.0511